Record 1
C7H10N2O3 | ωB97M-V/def2-TZVPD

Structure (ORCA input):
```
! wB97M-V def2-TZVPD RIJCOSX def2/J DEFGRID3
* xyz 0 1
C -0.613 -1.602 -1.687
C -0.558 -1.968 -2.999
C 1.465 -1.292 -2.408
C 0.647 -1.211 -1.257
C 0.058 1.111 0.247
C -1.068 2.417 1.730
C -0.465 0.066 2.430
N 0.942 -0.974 0.049
N -0.484 1.127 1.408
O 0.157 1.902 -0.642
O 0.754 -1.835 -3.424
O 2.342 -0.609 0.229
H -1.586 -1.602 -1.078
H -1.304 -2.427 -3.633
H 2.479 -0.996 -2.450
H -1.133 3.128 0.862
H -1.937 2.244 2.334
H -0.570 2.995 2.503
H -0.283 -0.771 1.888
H 0.185 0.141 3.191
H -1.550 -0.122 2.794
H 2.522 0.278 -0.087
*
```

Energy relative to the best compared isomer or geometry (same formula, charge and spin) = 627.0 kJ/mol
Total energy = -16537.955 eV
Kohn-Sham gap (spin up / spin down) = 0.2777 / 0.2708 Eh

Record 2
C9H9NO2 | ωB97M-V/def2-TZVPD

Structure (ORCA input):
```
! wB97M-V def2-TZVPD RIJCOSX def2/J DEFGRID3
* xyz 0 1
C -0.554 0.166 -1.823
C 3.336 -0.393 1.153
C 2.352 0.476 1.685
C 2.762 -1.005 0.040
C 1.233 0.246 0.832
C 0.010 0.953 0.709
C -2.754 1.095 -0.981
C -1.769 -1.176 -0.106
C -1.567 0.192 -0.842
N 0.261 0.127 -2.636
O -0.348 1.961 1.194
O 1.495 -0.646 -0.121
H 4.302 -0.418 1.463
H 2.510 0.962 2.590
H 3.165 -1.801 -0.611
H -3.093 1.438 -0.009
H -3.484 0.540 -1.409
H -2.609 2.006 -1.412
H -1.780 -1.242 1.007
H -2.670 -1.774 -0.571
H -0.800 -1.709 -0.151
*
```

Energy relative to the best compared isomer or geometry (same formula, charge and spin) = 508.9 kJ/mol
Total energy = -15059.383 eV
Kohn-Sham gap (spin up / spin down) = 0.2800 / 0.2800 Eh